# C4H12N2O

A 2-piece molecular cluster, C4H12N2O overall (ωB97M-V/def2-TZVPD, OMol25).

Last columns: bonded neighbours and bond lengths (Å).
Positions of all 19 atoms, in Å:
1 C 1.6917 2.2017 -0.4454  N2 1.486, H6 1.225, H7 1.109, H8 1.157
2 N 1.5980 0.7748 -0.8512  C1 1.486, C3 1.401, H9 1.081
3 C 1.3056 -0.2880 0.0133  N2 1.401, C4 1.511, O5 1.274
4 C 0.7050 -1.5245 -0.6133  C3 1.511, H10 1.132, H11 1.255, H12 1.093
5 O 1.0270 -0.2172 1.2543  C3 1.274
6 H 0.8296 2.7050 0.2640  C1 1.225
7 H 2.6650 2.1533 0.0843  C1 1.109
8 H 1.6717 2.7156 -1.4817  C1 1.157
9 H 1.7107 0.4804 -1.8851  N2 1.081
10 H 1.4159 -2.4051 -0.5894  C4 1.132
11 H 0.4284 -1.2723 -1.8108  C4 1.255
12 H -0.3416 -1.7146 -0.3618  C4 1.093
13 C -2.3279 -0.0594 0.6285  N14 1.470, H15 1.212, H16 1.133, H17 1.125
14 N -1.9181 -1.3890 1.1024  C13 1.470, H18 1.206, H19 1.018
15 H -3.4975 -0.1340 0.3183  C13 1.212
16 H -2.2808 0.7937 1.3727  C13 1.133
17 H -1.5917 0.2678 -0.1563  C13 1.125
18 H -0.7157 -1.4348 1.1845  N14 1.206
19 H -2.3754 -1.6535 1.9727  N14 1.018

Total charge: 0
E_LUMO (eV): 0.71
Spin multiplicity: 1
HOMO level (eV): -8.636
Gap between HOMO and LUMO (eV): 9.34
SMILES: CNC(C)=O.CN
Electronic energy (Ha): -344.2514
Relative energy (zero: lowest compared OMol25 entry of this formula, charge and spin) (kJ/mol): 350.9